This record from the OMol25 dataset describes a cluster of 2 separate species, C3H8N2O2 in total. The level of theory is ωB97M-V with the def2-TZVPD basis set.

```
15
C3H8N2O2 ωB97M-V with the def2-TZVPD basis set
C -0.453 -1.054 -0.958
N 0.529 -0.648 -0.265
C 0.909 0.768 -0.480
N 2.316 0.986 -0.293
O 0.278 1.571 0.463
H -0.812 -2.078 -0.835
H -1.016 -0.412 -1.650
H 0.642 1.050 -1.516
H 2.483 1.001 0.710
H 2.840 0.205 -0.674
H -0.651 1.317 0.581
C -1.776 -0.645 1.682
O -2.174 0.407 1.238
H -0.729 -0.801 1.983
H -2.449 -1.518 1.755
```

Output
SMILES: C=N[C@H](N)O.C=O
ΔE to the lowest compared entry with this formula, charge and spin in kcal per mole: 62.70
Lowest unoccupied orbital energy in Eh: 0.0152
Energy in hartree: -379.04109

This record from the OMol25 dataset describes a cluster of 4 separate species, C3H15NO3 in total. The level of theory is ωB97M-V with the def2-TZVPD basis set.

```
22
C3H15NO3 ωB97M-V with the def2-TZVPD basis set
C 0.146 -1.396 -0.561
C -0.735 -0.805 0.483
N -0.057 0.131 1.363
C 0.093 -0.183 2.810
H -0.215 -1.340 -1.673
H 0.283 -2.539 -0.528
H 1.222 -0.926 -0.509
H -1.303 -1.625 1.041
H -1.592 -0.271 -0.047
H -0.658 0.949 1.448
H 0.635 -1.137 2.874
H 0.729 0.529 3.269
H -0.734 -0.201 3.550
O -0.153 0.843 -3.471
H -0.111 1.554 -2.880
H -0.119 0.026 -2.930
O -1.878 1.188 -1.376
H -2.281 1.319 -2.254
H -1.336 1.832 -1.041
O 2.808 0.401 -0.014
H 1.862 0.547 0.307
H 3.393 1.107 0.141
```

Output
SMILES: CCNC.O.O.O
ΔE to the lowest compared entry with this formula, charge and spin in kcal per mole: 57.95
Lowest unoccupied orbital energy in Eh: 0.0184
Energy in hartree: -403.69490

This record from the OMol25 dataset describes a structure of composition C7H7N4ReSTe4. The level of theory is ωB97M-V with the def2-TZVPD basis set.

```
24
C7H7N4ReSTe4 ωB97M-V with the def2-TZVPD basis set
Re 0.272 -0.976 -1.361
N -3.410 -0.092 -3.617
C -2.396 -0.241 -2.773
S -1.071 -1.291 -3.269
N -2.380 0.391 -1.624
N -1.346 0.224 -0.839
C -1.227 0.886 0.307
C 0.000 0.696 0.990
C 0.507 1.513 2.053
C 1.780 1.337 2.468
C 2.623 0.289 1.903
C 2.160 -0.268 0.605
N 0.783 -0.221 0.410
H -3.438 -0.604 -4.485
H -4.157 0.549 -3.398
H -2.003 1.565 0.625
H -0.126 2.290 2.445
H 2.203 1.961 3.242
H 3.689 0.491 1.954
H 2.563 -1.270 0.457
Te -0.083 -3.308 -0.202
Te 0.098 -2.723 2.446
Te 2.414 -1.580 3.288
Te 2.546 0.382 -1.627
```

Output
<S²>: 0.842
ΔE to the lowest compared entry with this formula, charge and spin in kcal per mole: 69.23
Lowest unoccupied orbital energy (alpha / beta) in Eh: -0.2050 / -0.2190
Net charge: +1
Energy in hartree: -2038.23336
Spin multiplicity: 2